No. 1
Formula: C5H5N6S2
Source: the OMol25 dataset
Level of theory: ωB97M-V/def2-TZVPD

Each line ends with the Löwdin charge.
Geometry (Å):
N1 1.01 1.89 -0.07  0.224
C1 -0.11 1.22 -0.06  -0.100
N2 -0.18 -0.10 -0.03  0.016
C2 -1.38 -0.80 -0.04  -0.590
N3 -1.44 -2.07 -0.25  -0.049
N4 -2.67 -2.54 -0.23  -0.020
C3 -3.57 -1.66 -0.01  -0.399
S1 -2.94 -0.05 0.22  1.099
C4 1.14 -0.91 -0.01  -0.456
N5 2.30 -0.32 0.01  -0.035
N6 3.28 -1.19 0.04  -0.020
C5 2.90 -2.42 0.05  -0.386
S2 1.17 -2.63 0.00  1.149
H1 1.01 2.90 -0.09  0.151
H2 1.90 1.35 -0.04  0.102
H3 -1.05 1.76 -0.09  0.138
H4 -4.62 -1.86 0.05  0.088
H5 3.58 -3.24 0.09  0.087

Properties
SMILES = [NH2+]=CN(c1nncs1)c1nncs1
LUMO energy = -4.4 eV
charge = +1
HOMO energy = -13.721 eV

No. 2
Formula: C3H5N3O3
Source: the OMol25 dataset
Level of theory: ωB97M-V/def2-TZVPD

Each line ends with the Löwdin charge.
Geometry (Å):
N1 -0.59 1.16 1.54  -0.029
N2 -0.22 -0.16 1.83  -0.046
C1 0.44 -0.92 1.00  -0.134
N3 1.05 -0.60 -0.37  0.003
C2 1.70 0.53 -0.70  -0.347
O1 1.69 1.08 -1.77  0.069
O2 0.20 -1.16 -1.43  0.009
C3 -1.10 -0.68 -1.50  -0.170
O3 -1.73 0.05 -0.65  -0.019
H1 -1.10 1.34 0.61  0.088
H2 -1.27 1.52 2.30  0.120
H3 0.31 -2.09 1.40  0.173
H4 2.22 1.03 0.10  0.141
H5 -1.60 -1.10 -2.36  0.142

Properties
SMILES = N/N=C\N(C=O)OC=O
LUMO energy = 0.5 eV
energy relative to the best compared isomer or geometry (same formula, charge and spin) = 5.466 eV
HOMO energy = -9.360 eV

No. 3
Formula: C50H120F6N3O6P3
Source: the OMol25 dataset
Level of theory: ωB97M-V/def2-TZVPD

Each line ends with the Löwdin charge.
Geometry (Å):
C1 -0.12 9.36 -1.39  -0.058
C2 -0.80 8.55 -2.60  -0.253
C3 -0.86 7.11 -2.38  -0.263
C4 -1.96 6.68 -1.35  -0.248
P1 -1.66 5.08 -0.55  1.068
C5 -2.89 5.00 0.80  -0.252
C6 -4.41 5.47 0.49  -0.220
C7 -5.40 5.30 1.66  -0.219
C8 -5.36 3.88 2.36  -0.081
C9 0.08 5.00 0.21  -0.225
C10 0.35 6.15 1.26  -0.243
C11 1.83 6.30 1.44  -0.299
C12 2.16 7.61 2.09  -0.095
C13 -2.00 3.67 -1.73  -0.244
C14 -1.02 3.28 -2.80  -0.249
C15 -1.31 1.97 -3.51  -0.277
C16 -2.51 1.89 -4.41  -0.099
H1 -0.66 9.24 -0.45  0.052
H2 -0.01 10.43 -1.56  0.078
H3 0.83 8.88 -1.14  0.057
H4 -0.38 8.88 -3.55  0.114
H5 -1.79 8.88 -2.90  0.117
H6 0.09 6.67 -2.07  0.092
H7 -1.07 6.69 -3.36  0.113
H8 -2.98 6.62 -1.74  0.102
H9 -2.06 7.39 -0.53  0.093
H10 -2.58 5.70 1.58  0.096
H11 -2.92 4.00 1.22  0.051
H12 -4.70 4.89 -0.39  0.097
H13 -4.33 6.50 0.17  0.094
H14 -6.39 5.54 1.30  0.110
H15 -5.06 6.09 2.34  0.105
H16 -4.44 3.87 2.95  0.060
H17 -5.30 3.13 1.57  0.061
H18 -6.14 3.61 3.07  0.074
H19 0.65 5.11 -0.71  0.061
H20 0.31 4.02 0.63  0.059
H21 -0.12 5.96 2.22  0.122
H22 0.02 7.09 0.83  0.094
H23 2.28 6.29 0.44  0.106
H24 2.07 5.43 2.05  0.116
H25 1.88 8.48 1.50  0.078
H26 3.24 7.69 2.23  0.082
H27 1.66 7.71 3.05  0.087
H28 -2.99 3.93 -2.12  0.099
H29 -2.15 2.83 -1.05  0.069
H30 -0.06 3.12 -2.31  0.097
H31 -0.93 4.04 -3.58  0.114
H32 -1.52 1.19 -2.78  0.102
H33 -0.39 1.63 -4.00  0.109
H34 -3.48 1.94 -3.92  0.080
H35 -2.54 0.83 -4.68  0.055
H36 -2.37 2.37 -5.38  0.087
C17 -1.65 -7.09 4.47  -0.072
C18 -0.06 -6.97 4.28  -0.226
C19 0.36 -5.88 3.32  -0.238
C20 1.86 -6.12 2.66  -0.199
P2 2.06 -5.24 1.04  1.027
C21 1.82 -3.51 1.27  -0.262
C22 1.65 -2.47 0.07  -0.179
C23 3.00 -1.94 -0.39  -0.231
C24 3.08 -1.73 -1.93  -0.096
C25 3.74 -5.68 0.45  -0.274
C26 4.78 -5.11 1.37  -0.261
C27 6.23 -5.31 0.85  -0.215
C28 6.44 -4.96 -0.64  -0.105
C29 0.82 -5.87 -0.23  -0.214
C30 1.21 -5.54 -1.70  -0.248
C31 -0.02 -5.29 -2.58  -0.273
C32 0.34 -5.03 -4.05  -0.078
H37 -1.87 -7.80 5.27  0.077
H38 -2.13 -7.50 3.58  0.068
H39 -2.17 -6.16 4.68  0.048
H40 0.30 -7.93 3.90  0.107
H41 0.41 -6.74 5.23  0.111
H42 0.34 -4.87 3.73  0.083
H43 -0.36 -5.81 2.50  0.078
H44 1.99 -7.20 2.57  0.099
H45 2.54 -5.68 3.39  0.093
H46 2.36 -2.99 2.05  0.115
H47 0.80 -3.50 1.65  0.051
H48 1.14 -1.60 0.48  0.104
H49 1.10 -2.95 -0.74  0.094
H50 3.82 -2.57 -0.06  0.089
H51 3.31 -0.98 0.01  0.092
H52 3.47 -2.56 -2.51  0.065
H53 3.79 -1.01 -2.34  0.043
H54 2.16 -1.33 -2.35  0.080
H55 3.79 -5.21 -0.53  0.078
H56 3.69 -6.77 0.42  0.119
H57 4.67 -5.65 2.30  0.103
H58 4.54 -4.09 1.69  0.098
H59 6.55 -6.30 1.16  0.116
H60 6.95 -4.68 1.38  0.110
H61 7.47 -5.06 -0.99  0.079
H62 6.22 -3.92 -0.86  0.068
H63 5.96 -5.64 -1.34  0.068
H64 -0.04 -5.27 0.07  0.074
H65 0.52 -6.90 -0.05  0.110
H66 1.75 -6.38 -2.15  0.125
H67 1.91 -4.71 -1.81  0.085
H68 -0.67 -4.49 -2.22  0.097
H69 -0.66 -6.15 -2.42  0.106
H70 1.38 -5.26 -4.26  0.081
H71 0.23 -3.96 -4.21  0.048
H72 -0.34 -5.58 -4.71  0.081
C33 2.98 1.98 0.01  -0.094
O1 4.20 2.02 -0.69  -0.213
C34 5.01 3.23 -0.60  -0.139
C35 6.07 2.98 -1.65  -0.071
N1 5.40 2.48 -2.92  0.063
H73 4.97 1.60 -2.67  0.134
H74 4.63 3.11 -3.11  0.180
C36 6.33 2.25 -4.10  -0.076
C37 5.60 1.39 -5.07  -0.150
O2 4.91 0.31 -4.33  -0.236
C38 4.26 -0.64 -5.14  -0.088
H75 2.38 2.84 -0.28  0.077
H76 3.10 1.95 1.09  0.100
H77 2.39 1.09 -0.19  0.071
H78 5.41 3.27 0.41  0.142
H79 4.49 4.17 -0.80  0.130
H80 6.82 2.24 -1.38  0.148
H81 6.54 3.91 -1.98  0.146
H82 7.23 1.75 -3.74  0.147
H83 6.64 3.17 -4.59  0.151
H84 6.20 0.96 -5.87  0.147
H85 4.82 2.04 -5.47  0.132
H86 4.05 -1.61 -4.69  0.083
H87 4.65 -0.73 -6.16  0.100
H88 3.33 -0.09 -5.27  0.093
C39 -1.23 2.67 7.95  -0.096
O3 -1.46 2.13 6.67  -0.191
C40 -0.35 1.97 5.76  -0.194
C41 0.11 0.54 5.67  -0.063
N2 -1.13 -0.29 5.26  0.108
H89 -1.85 -0.13 5.95  0.167
H90 -1.47 -0.02 4.35  0.095
C42 -0.82 -1.81 5.30  -0.057
C43 -2.02 -2.63 4.70  -0.166
O4 -2.43 -2.08 3.43  -0.191
C44 -2.22 -2.98 2.32  -0.062
H91 -0.46 2.09 8.46  0.091
H92 -2.10 2.75 8.61  0.097
H93 -0.95 3.73 8.04  0.092
H94 0.42 2.63 6.14  0.134
H95 -0.63 2.49 4.84  0.115
H96 0.54 0.27 6.64  0.142
H97 0.82 0.50 4.84  0.125
H98 -0.48 -2.18 6.27  0.135
H99 0.09 -2.02 4.74  0.116
H100 -2.90 -2.61 5.35  0.131
H101 -1.70 -3.66 4.79  0.102
H102 -1.15 -2.88 2.13  0.061
H103 -2.62 -2.54 1.40  0.077
H104 -2.55 -3.97 2.62  0.092
C45 -2.41 -2.91 -5.14  -0.021
O5 -3.40 -3.34 -4.14  -0.209
C46 -3.63 -4.73 -3.97  -0.170
C47 -4.64 -4.91 -2.73  -0.019
N3 -5.75 -3.83 -2.95  0.072
H105 -5.27 -2.99 -3.24  0.134
H106 -6.48 -4.02 -3.62  0.174
C48 -6.59 -3.43 -1.71  -0.044
C49 -5.81 -2.47 -0.76  -0.185
O6 -5.58 -1.20 -1.41  -0.175
C50 -4.87 -0.28 -0.60  -0.088
H107 -1.39 -2.98 -4.74  0.058
H108 -2.50 -1.85 -5.38  0.084
H109 -2.57 -3.48 -6.06  0.106
H110 -2.73 -5.29 -3.72  0.107
H111 -4.21 -5.22 -4.75  0.130
H112 -4.06 -4.63 -1.84  0.112
H113 -5.15 -5.84 -2.50  0.136
H114 -6.92 -4.32 -1.17  0.139
H115 -7.39 -2.86 -2.18  0.139
H116 -4.94 -2.98 -0.35  0.106
H117 -6.41 -2.47 0.16  0.132
H118 -5.43 -0.15 0.33  0.103
H119 -4.65 0.62 -1.17  0.091
H120 -3.87 -0.66 -0.41  0.075
P3 -1.05 1.27 1.67  0.183
F1 -2.50 1.73 1.03  -0.173
F2 -1.34 -0.17 1.03  -0.157
F3 -0.15 1.72 0.41  -0.145
F4 0.28 0.60 2.31  -0.160
F5 -0.92 2.70 2.36  -0.126
F6 -1.94 0.73 2.92  -0.168

Properties
LUMO energy = -7.1 eV
charge = +4
HOMO energy = -16.836 eV

No. 4
Formula: C21H34ClErF3N3O7S
Source: the OMol25 dataset
Level of theory: ωB97M-V/def2-TZVPD

Each line ends with the Löwdin charge.
Geometry (Å):
O1 -1.22 -0.68 -3.89  -0.005
C1 -0.57 0.37 -3.77  -0.175
C2 0.81 0.71 -4.11  -0.195
C3 1.90 0.21 -3.38  -0.029
H1 1.74 -0.21 -2.38  0.120
C4 3.18 0.40 -3.93  -0.057
H2 4.06 0.06 -3.37  0.118
C5 3.30 1.08 -5.17  -0.075
H3 4.27 1.08 -5.70  0.107
C6 2.24 1.87 -5.68  -0.069
H4 2.40 2.56 -6.52  0.113
C7 1.00 1.76 -5.04  -0.033
H5 0.19 2.50 -5.16  0.124
H6 -1.13 1.09 -3.13  0.137
C8 -1.61 2.98 -0.10  -0.187
C9 -0.24 2.69 0.57  -0.728
H7 -1.41 3.80 -0.84  0.070
H8 -2.47 3.27 0.54  0.056
H9 -2.02 2.16 -0.75  0.030
C10 0.84 3.12 -0.15  -0.373
C11 1.26 4.55 -0.40  -0.156
H10 1.64 2.43 -0.54  0.067
H11 1.63 4.66 -1.45  0.060
H12 2.06 4.92 0.27  0.058
H13 0.40 5.22 -0.24  0.057
Er1 -0.45 0.36 0.96  1.231
Cl1 0.23 2.40 2.63  0.272
C12 0.52 -0.32 3.91  -0.371
O2 -0.45 -0.50 3.12  -0.176
N1 0.59 -0.80 5.15  -0.170
C13 -0.47 -1.56 5.78  -0.022
C14 1.81 -0.54 5.91  -0.023
H14 1.39 0.28 3.60  0.081
H15 -1.26 -1.83 5.07  0.088
H16 -0.89 -1.01 6.62  0.096
H17 -0.01 -2.47 6.18  0.088
H18 2.67 -0.49 5.21  0.098
H19 1.95 -1.37 6.62  0.092
H20 1.74 0.43 6.44  0.104
H21 0.56 -4.05 -3.43  0.101
H22 0.97 -4.64 -1.14  0.103
C15 0.62 -2.98 -3.17  -0.029
C16 1.02 -3.60 -0.85  -0.016
N2 0.24 -2.81 -1.78  -0.147
H23 -0.04 -2.40 -3.84  0.077
C17 -0.74 -2.00 -1.40  -0.229
O3 -0.74 -1.36 -0.32  -0.153
H24 0.67 -3.47 0.16  0.093
H25 -1.59 -1.84 -2.08  0.139
H26 1.65 -2.62 -3.31  0.100
H27 2.06 -3.29 -0.93  0.093
H28 -5.82 0.25 2.22  0.105
H29 -6.18 -1.25 -0.13  0.099
C18 -5.29 0.93 1.54  -0.002
C19 -5.60 -0.43 -0.57  -0.024
N3 -4.73 0.19 0.42  -0.163
H30 -4.46 1.42 2.08  0.100
C20 -3.42 -0.01 0.35  -0.239
O4 -2.63 0.43 1.26  -0.143
H31 -4.96 -0.83 -1.37  0.093
H32 -3.04 -0.54 -0.53  0.133
H33 -6.00 1.68 1.16  0.102
H34 -6.29 0.31 -0.98  0.098
F1 4.32 -2.60 2.67  0.128
C21 3.12 -2.30 2.13  -0.578
F2 2.78 -3.33 1.32  0.096
F3 2.20 -2.31 3.15  0.099
S1 3.01 -0.66 1.25  0.551
O5 1.53 -0.57 1.05  -0.450
O6 3.50 0.28 2.24  -0.274
O7 3.68 -0.80 -0.03  -0.287

Properties
LUMO energy (alpha / beta) = -0.2 / -0.2 eV
⟨S²⟩ = 3.75
2S+1 = 4
HOMO energy (alpha / beta) = -4.760 / -4.764 eV

No. 5
Formula: C15H25ClIO3P2Sc
Source: the OMol25 dataset
Level of theory: ωB97M-V/def2-TZVPD

Each line ends with the Löwdin charge.
Geometry (Å):
C1 -1.06 1.01 -3.07  -0.174
I1 -2.86 -1.47 -2.03  0.633
H1 -1.63 0.57 -3.90  0.021
H2 -0.05 1.27 -3.45  0.027
H3 -1.67 1.88 -2.81  0.048
Sc1 -0.76 0.05 -1.13  0.340
P1 1.26 -1.15 -2.40  0.773
C2 2.79 -0.35 -2.99  -0.237
C3 1.98 -2.40 -1.28  -0.229
H4 2.66 -3.01 -1.88  0.068
H5 1.71 -2.59 -4.19  0.062
H6 1.20 -3.03 -0.84  0.054
H7 -0.02 -2.76 -3.69  0.046
H8 3.31 0.04 -2.11  0.058
H9 2.53 -1.93 -0.46  0.062
C4 0.80 -2.06 -3.89  -0.248
H10 3.44 -1.07 -3.51  0.074
H11 0.51 -1.38 -4.70  0.063
H12 2.53 0.46 -3.68  0.055
P2 -2.30 1.95 0.24  0.774
C5 -1.77 3.68 0.56  -0.249
C6 -4.07 2.16 -0.13  -0.261
H13 -2.61 0.24 1.94  0.050
H14 -3.28 1.82 2.49  0.071
H15 -1.50 1.51 2.50  0.048
C7 -2.44 1.32 1.97  -0.248
H16 -4.52 1.16 -0.19  0.040
H17 -4.56 2.77 0.64  0.065
H18 -2.50 4.30 1.12  0.074
H19 -1.55 4.16 -0.40  0.046
H20 -4.15 2.65 -1.10  0.050
H21 -0.83 3.61 1.14  0.050
C8 0.99 2.34 -1.47  0.057
O1 1.95 3.02 -1.50  0.127
Cl1 2.55 -2.44 6.32  0.832
C9 1.91 -1.92 4.80  -0.587
C10 2.06 -0.57 4.41  -0.029
C11 1.54 -0.14 3.18  0.035
C12 0.82 -1.04 2.39  -0.120
C13 0.62 -2.36 2.79  0.035
C14 1.16 -2.80 4.00  -0.030
C15 0.30 -0.66 1.07  -0.558
O2 0.68 0.42 0.47  -0.147
O3 -0.53 -1.43 0.46  -0.143
H22 2.66 0.11 5.01  0.124
H23 1.65 0.89 2.85  0.135
H24 0.00 -2.98 2.16  0.135
H25 1.06 -3.85 4.27  0.127

Properties
LUMO energy (alpha / beta) = -11.6 / -9.8 eV
charge = +2
HOMO energy (alpha / beta) = -13.745 / -15.522 eV